[1]
2 unconnected molecules or ions with the total composition C3H7NO in a non-equilibrium geometry. Source: the Open Molecules 2025 dataset; level of theory: ωB97M-V with the def2-TZVPD basis set.

Values from the calculation:
Multiplicity   1
Charge   0
Energy relative to the best compared isomer or geometry (same formula, charge and spin)   359.3 kJ/mol
Orbital gap   10.5 eV
Energy   -248.38965 Ha

Geometry as XYZ:
```
12
Properties=species:S:1:pos:R:3:nbo_charge:R:1
O -1.016 1.502 -2.626 -0.732
N 3.018 -2.405 5.663 -0.614
C -3.128 1.521 -3.757 -0.483
C 3.401 -2.480 4.440 -0.059
C -1.841 1.895 -3.821 0.124
H -3.550 1.256 -2.839 0.191
H 3.950 -3.385 4.168 0.178
H -1.073 2.012 -4.688 0.217
H -1.619 1.566 -1.786 0.469
H 3.245 -1.573 3.711 0.151
H -3.924 1.628 -4.489 0.214
H 2.537 -1.537 6.025 0.344
```

=====

[2]
A molecular structure, C14H33AlBIO11P. Source: the Open Molecules 2025 dataset; level of theory: ωB97M-V with the def2-TZVPD basis set.

Values from the calculation:
Multiplicity   1
Charge   -1
Orbital gap   6.8 eV
Energy   -2287.42848 Ha

Geometry as XYZ:
```
62
Properties=species:S:1:pos:R:3:nbo_charge:R:1
I -5.808 3.872 2.046 -0.495
P -4.181 1.546 -0.842 0.928
Al -4.994 3.807 -0.412 0.680
O 0.832 0.107 0.069 -0.645
O -3.238 6.010 -1.717 -0.892
O 7.912 0.662 -3.890 -0.497
O 2.652 -0.722 1.124 -0.505
O -3.740 0.694 0.328 -1.190
O -3.586 -4.197 4.418 -0.506
O 6.118 0.029 -2.664 -0.651
O -4.399 -4.422 2.327 -0.661
O 0.681 -1.311 1.814 -0.502
O -3.862 -2.414 3.230 -0.498
O 6.247 -0.281 -4.894 -0.496
C -4.290 -1.717 2.023 -0.074
C 6.705 0.126 -3.712 0.981
C 1.337 -0.580 0.918 0.978
C 8.556 1.131 -2.688 -0.070
C 3.466 0.018 0.209 -0.253
C -5.789 -1.554 1.980 -0.639
C -0.767 -1.216 1.728 -0.077
C -1.987 4.923 0.209 -0.795
C 9.174 -0.004 -1.904 -0.639
C 4.946 -0.883 -4.850 -0.256
C -1.329 -2.063 0.612 -0.639
C -3.693 -5.611 4.553 -0.253
C -3.999 -3.722 3.226 0.983
C -1.297 3.609 -0.218 -0.601
B -3.278 5.090 -0.691 0.479
H -3.188 -6.119 3.733 0.193
H 4.985 -1.830 -4.314 0.190
H -6.294 -2.517 1.902 0.205
H -1.048 -0.171 1.605 0.217
H -1.011 -3.102 0.721 0.196
H -1.291 5.775 0.152 0.179
H -3.801 -0.749 2.057 0.243
H -4.738 -5.920 4.568 0.184
H 9.313 1.823 -3.050 0.188
H -6.038 -0.943 1.112 0.240
H 9.862 -0.570 -2.532 0.210
H 9.730 0.397 -1.056 0.216
H 7.831 1.681 -2.090 0.198
H -2.418 -2.021 0.647 0.231
H -1.353 3.449 -1.298 0.193
H -2.379 6.458 -1.764 0.463
H -5.105 0.841 -1.672 -0.117
H -3.136 1.616 -1.809 -0.113
H -2.285 4.826 1.257 0.233
H 3.375 -0.384 -0.799 0.190
H -3.916 -2.260 1.157 0.185
H 4.670 -1.043 -5.887 0.195
H -3.217 -5.848 5.501 0.187
H -1.751 2.743 0.265 0.229
H 8.405 -0.675 -1.526 0.228
H -6.262 4.028 -1.384 -0.372
H -1.108 -1.561 2.702 0.192
H -1.006 -1.688 -0.357 0.225
H -6.139 -1.037 2.874 0.211
H 4.235 -0.222 -4.360 0.202
H -0.235 3.617 0.033 0.202
H 3.179 1.067 0.203 0.195
H 4.485 -0.100 0.564 0.189
```

=====

[3]
2 unconnected molecules or ions with the total composition C16H13F4O4S2 in a non-equilibrium geometry. Source: the Open Molecules 2025 dataset; level of theory: ωB97M-V with the def2-TZVPD basis set.

Values from the calculation:
Multiplicity   1
Charge   -1
Orbital gap   5.1 eV
Energy   -2114.25547 Ha

Geometry as XYZ:
```
39
Properties=species:S:1:pos:R:3:nbo_charge:R:1
S 4.525 0.850 2.725 2.313
S -2.149 0.494 -0.082 2.048
F 2.956 0.112 -5.643 -0.338
F 3.645 1.802 -4.395 -0.337
F 5.348 -0.428 2.738 -0.454
F 1.890 2.047 -5.719 -0.336
O 4.512 1.583 1.439 -0.850
O 4.508 1.608 3.998 -0.876
O -1.335 1.561 0.610 -0.963
O -3.168 0.748 -1.162 -0.947
C 2.951 -0.019 2.729 -0.519
C 0.979 -0.970 -2.282 -0.289
C 1.838 0.671 2.717 -0.283
C -4.004 -1.269 0.910 -0.207
C 0.681 1.588 -3.325 -0.175
C 1.663 0.739 -3.811 -0.289
C 2.572 1.191 -4.933 0.979
C -4.636 -1.982 1.909 -0.223
C -2.486 -0.367 2.507 -0.214
C -2.934 -0.462 1.211 -0.206
C 1.814 -0.530 -3.272 -0.166
C -4.187 -1.882 3.208 -0.208
C -0.054 -0.130 -1.772 -0.011
C -0.157 1.182 -2.324 -0.237
C -0.910 -0.581 -0.800 -0.761
C -3.109 -1.077 3.512 -0.214
H -5.488 -2.602 1.678 0.208
H 2.978 -1.091 2.739 0.227
H 1.110 -1.953 -1.863 0.188
H -0.918 1.850 -1.955 0.207
H 1.848 1.746 2.707 0.218
H -4.362 -1.315 -0.103 0.243
H -4.690 -2.422 3.993 0.203
H 0.593 2.570 -3.762 0.201
H 2.602 -1.160 -3.654 0.199
H -2.770 -0.992 4.532 0.206
H -1.667 0.292 2.735 0.237
H 0.879 0.190 2.715 0.221
H -0.865 -1.590 -0.454 0.206
```

=====

What is the energy in the second record?
-2287.42848 Ha